No. 1
A molecular structure, C28H36AsN2NiO9P4S3Sb, computed with wB97M-V/def2-TZVPD.

Values from the calculation:
total charge = -1
E_tot = -8420.10440 Eh
energy relative to the best compared isomer or geometry (same formula, charge and spin) = 0.00 kJ/mol
multiplicity = 4
frontier orbital gap (alpha / beta) = 5.724 / 7.356 eV
HOMO level (alpha / beta) = -3.44 / -5.10 eV

Geometry (Å):
Ni (0.3079, 0.0247, -0.3278)
S (-3.1154, 4.0065, 1.0106)
Sb (-2.9728, 1.7982, 0.5757)
S (-0.6641, 1.0543, 1.6246)
S (0.3992, 2.7325, 2.2137)
O (0.9845, 0.9322, -4.2892)
P (0.0098, 0.2005, -3.3105)
O (-1.1473, -0.4645, -3.9055)
O (0.8529, -0.7806, -2.4034)
O (-0.4333, 1.3199, -2.2141)
P (0.6921, 2.4548, -1.6849)
O (-0.2027, 3.3840, -0.7861)
O (1.2231, 3.1339, -2.8975)
O (1.5801, 1.6196, -0.8064)
H (1.2140, 1.8554, -3.9573)
H (-0.6780, 4.0818, -1.2518)
C (-2.5863, -1.9566, -1.3209)
C (-3.5072, -3.1811, -1.3832)
As (-2.8816, -4.8949, -2.1529)
C (-2.2670, -5.8824, -0.5848)
C (-1.4783, -7.0023, -0.8306)
C (-1.0071, -7.7818, 0.2172)
C (-1.3091, -7.4388, 1.5265)
C (-2.0914, -6.3213, 1.7824)
C (-2.5723, -5.5533, 0.7318)
C (-4.6989, -5.6384, -2.2440)
C (-5.4830, -5.2472, -3.3284)
C (-6.7774, -5.7204, -3.4803)
C (-7.3031, -6.6091, -2.5520)
C (-6.5280, -7.0136, -1.4762)
C (-5.2340, -6.5307, -1.3218)
P (-1.1508, -1.8439, -0.1893)
C (-0.1029, -3.2866, -0.6079)
C (0.1053, -3.5373, -1.9646)
C (1.0037, -4.5125, -2.3757)
C (1.7254, -5.2330, -1.4371)
C (1.5306, -4.9841, -0.0856)
C (0.6222, -4.0239, 0.3246)
C (-1.8018, -2.0799, 1.4916)
C (-0.8982, -2.1908, 2.5494)
C (-1.3511, -2.3301, 3.8505)
C (-2.7125, -2.3157, 4.1200)
C (-3.6157, -2.1322, 3.0848)
C (-3.1627, -2.0087, 1.7789)
H (-3.1934, -1.0811, -1.0550)
H (-2.2007, -1.7045, -2.3127)
H (-4.3138, -2.9192, -2.0747)
H (-3.9905, -3.3931, -0.4309)
H (-1.2174, -7.2599, -1.8513)
H (-0.3899, -8.6476, 0.0108)
H (-0.9299, -8.0361, 2.3460)
H (-2.3247, -6.0369, 2.8012)
H (-3.1778, -4.6874, 0.9588)
H (-5.0761, -4.5626, -4.0662)
H (-7.3734, -5.4007, -4.3257)
H (-8.3112, -6.9857, -2.6697)
H (-6.9309, -7.7065, -0.7480)
H (-4.6434, -6.8539, -0.4730)
H (-0.4153, -2.9602, -2.7169)
H (1.1374, -4.6993, -3.4340)
H (2.4414, -5.9808, -1.7548)
H (2.1023, -5.5238, 0.6575)
H (0.4953, -3.8535, 1.3824)
H (0.1644, -2.1162, 2.3522)
H (-0.6366, -2.4137, 4.6588)
H (-3.0666, -2.4114, 5.1387)
H (-4.6761, -2.0657, 3.2900)
H (-3.8825, -1.8270, 0.9933)
N (2.8108, 0.2705, 3.2333)
C (3.5562, 0.4203, 1.9740)
P (3.1898, -0.9551, 0.8369)
O (3.8567, -2.2189, 1.2555)
O (1.6676, -1.0023, 0.6927)
C (3.8952, -0.3834, -0.7528)
N (3.3681, -1.2125, -1.8559)
H (3.4425, 0.2084, 4.0194)
H (2.2498, -0.5740, 3.2288)
H (1.2686, 2.0016, 2.9428)
H (4.6348, 0.4138, 2.1505)
H (3.2875, 1.3650, 1.4903)
H (4.9825, -0.4649, -0.6703)
H (3.6145, 0.6554, -0.9177)
H (3.2819, -2.1796, -1.5454)
H (4.0044, -1.2150, -2.6444)
H (1.9087, -0.8348, -2.2971)

=====

No. 2
A molecular structure, C28H36BCoN9O2, computed with wB97M-V/def2-TZVPD.

Values from the calculation:
E_tot = -3139.58500 Eh
energy relative to the best compared isomer or geometry (same formula, charge and spin) = 103.65 kJ/mol
multiplicity = 2
frontier orbital gap (alpha / beta) = 8.247 / 7.976 eV
HOMO level (alpha / beta) = -7.79 / -7.52 eV

Geometry (Å):
Co (0.8996, -0.0271, 0.6649)
C (-0.0862, -2.5472, 2.7211)
C (-0.8951, -1.2919, 2.8048)
C (-1.7931, -0.8813, 3.7981)
C (-2.2512, 0.3532, 3.3809)
C (-3.2053, 1.2754, 4.0685)
N (-1.6482, 0.6423, 2.2106)
N (-0.8181, -0.3729, 1.8525)
B (-1.9273, 1.8399, 1.2713)
N (-2.7139, 1.4049, 0.0060)
N (-2.2253, 0.5017, -0.8855)
C (-3.0795, 0.4670, -1.8914)
C (-2.8436, -0.4269, -3.0705)
C (-4.1438, 1.3564, -1.6700)
C (-3.8745, 1.9378, -0.4473)
C (-4.6838, 2.9677, 0.2787)
N (-0.6084, 2.5655, 0.9124)
N (0.4293, 1.9286, 0.3030)
C (1.3586, 2.8384, 0.0640)
C (2.6732, 2.4605, -0.5322)
C (0.9255, 4.0958, 0.5038)
C (-0.3279, 3.8799, 1.0385)
C (-1.2448, 4.8668, 1.6872)
H (0.2896, -2.8313, 3.7042)
H (0.7713, -2.4086, 2.0609)
H (-0.6850, -3.3816, 2.3464)
H (-2.0666, -1.4048, 4.7003)
H (-3.4771, 0.8521, 5.0344)
H (-4.1181, 1.4246, 3.4901)
H (-2.7605, 2.2564, 4.2361)
H (-2.6267, 2.6130, 1.8612)
H (-1.8001, -0.3752, -3.3922)
H (-3.4647, -0.1188, -3.9111)
H (-3.0894, -1.4688, -2.8461)
H (-4.9925, 1.5471, -2.3078)
H (-5.5974, 3.1597, -0.2829)
H (-4.1481, 3.9102, 0.3840)
H (-4.9610, 2.6378, 1.2798)
H (2.5804, 1.5739, -1.1603)
H (3.3986, 2.2475, 0.2585)
H (3.0643, 3.2797, -1.1352)
H (1.4571, 5.0323, 0.4463)
H (-0.7438, 5.8321, 1.7438)
H (-1.5134, 4.5604, 2.6987)
H (-2.1715, 4.9982, 1.1290)
C (4.0362, -2.9372, -0.4025)
C (4.9526, -2.7353, 0.6234)
C (4.6773, -1.8047, 1.6038)
C (3.4876, -1.0792, 1.5496)
N (2.6051, -1.2880, 0.5628)
C (2.8783, -2.1898, -0.3851)
C (3.0654, -0.0512, 2.5092)
C (3.8313, 0.3060, 3.6214)
C (3.3590, 1.2569, 4.5059)
C (2.1160, 1.8426, 4.2709)
C (1.3703, 1.4885, 3.1549)
C (1.8281, 0.5366, 2.2398)
H (4.2105, -3.6531, -1.1931)
H (5.8756, -3.3010, 0.6558)
H (5.3781, -1.6367, 2.4089)
H (2.1259, -2.3170, -1.1514)
H (4.7969, -0.1501, 3.8080)
H (3.9486, 1.5387, 5.3691)
H (1.7319, 2.5841, 4.9625)
H (0.4142, 1.9725, 2.9948)
C (0.1045, -2.1006, -4.6410)
O (0.8244, -1.0439, -4.0036)
C (0.7617, -0.8652, -2.6630)
O (1.4461, -0.0287, -2.1349)
N (-0.0583, -1.7338, -1.9805)
N (-0.3289, -1.4156, -0.6340)
H (0.3954, -2.0676, -5.6854)
H (-0.9747, -1.9414, -4.5775)
H (0.3695, -3.0716, -4.2219)
H (-0.8241, -2.1476, -2.4905)
H (-0.6465, -2.2527, -0.1647)
H (-1.0631, -0.6876, -0.6171)

=====

No. 3
A molecular structure, C28H36Br2Cl33N2O2 in a non-equilibrium geometry, computed with wB97M-V/def2-TZVPD.

Values from the calculation:
total charge = +1
E_tot = -21682.02382 Eh
frontier orbital gap = 6.577 eV
HOMO level = -11.71 eV

Geometry (Å):
C (4.1991, -2.1170, 1.5689)
C (3.1561, -0.9265, 2.0064)
O (3.5990, 0.0167, 2.8652)
O (1.7659, -0.7691, 1.5228)
C (1.7989, -0.5630, 0.0666)
C (0.6122, 0.3983, -0.5290)
C (0.1196, 1.5989, 0.4744)
C (-0.9110, 1.0172, 1.6122)
C (-2.4111, 1.6783, 1.5921)
C (-3.4421, 0.4984, 2.1773)
C (-4.3848, -0.1571, 0.9631)
C (-3.5180, -0.6623, -0.3330)
C (-3.5940, -2.2797, -0.6276)
C (-3.9385, -3.0040, -2.0481)
N (-3.9934, -4.4488, -2.4088)
N (-3.7721, -5.3922, -1.4605)
C (-3.4803, -4.9247, -0.0907)
C (-3.3156, -3.4345, 0.5570)
C (-2.9750, -3.0580, 2.1150)
Br (-1.0915, -2.7120, 2.8160)
C (-4.0548, -2.9603, 3.1757)
C (-5.6507, -3.2409, 2.8867)
Br (-3.5360, -2.4945, 5.0884)
H (3.6537, -2.9942, 1.0048)
H (5.0387, -1.6490, 0.8743)
H (4.6813, -2.5710, 2.5500)
H (2.8639, -0.2054, -0.3144)
H (1.6375, -1.6368, -0.4260)
H (0.9943, 0.9197, -1.5329)
H (-0.2612, -0.3259, -0.8825)
H (1.0830, 1.9858, 1.0616)
H (-0.4411, 2.4859, -0.0874)
H (-0.4971, 1.0802, 2.7112)
H (-1.0422, -0.1438, 1.3753)
H (-2.4156, 2.5377, 2.4039)
H (-2.7694, 2.0515, 0.5316)
H (-4.1683, 1.0301, 2.9392)
H (-2.8162, -0.3195, 2.7467)
H (-5.0572, 0.7556, 0.5896)
H (-5.1316, -0.9705, 1.3515)
H (-3.9989, -0.1368, -1.2909)
H (-2.3887, -0.3464, -0.3305)
H (-4.1853, -2.2535, -2.9446)
H (-4.2370, -4.7623, -3.3955)
H (-3.3344, -5.8083, 0.7025)
H (-6.2587, -2.4050, 3.4392)
H (-5.8488, -3.0843, 1.7241)
H (-5.9814, -4.3403, 3.1631)
C (1.4426, 5.3510, 0.9291)
Cl (1.3491, 4.3198, -0.5088)
Cl (1.3895, 7.0621, 0.4719)
Cl (0.1305, 4.9672, 2.0563)
H (2.3946, 5.1578, 1.4301)
C (-3.2399, -6.3700, -6.3266)
Cl (-2.3589, -6.0907, -7.8384)
Cl (-2.1431, -6.9644, -5.0683)
Cl (-4.0500, -4.8863, -5.7956)
H (-4.0017, -7.1325, -6.5077)
C (-4.4276, 4.6840, 1.0044)
Cl (-5.2655, 6.1594, 0.4939)
Cl (-2.9175, 4.4815, 0.0998)
Cl (-4.1087, 4.7210, 2.7470)
H (-5.0743, 3.8292, 0.7908)
C (0.0866, 3.0206, 5.6053)
Cl (0.7709, 1.6878, 4.6593)
Cl (1.3705, 4.0955, 6.1847)
Cl (-1.0944, 3.9247, 4.6422)
H (-0.4272, 2.5988, 6.4729)
C (1.6512, 7.6117, 5.2331)
Cl (3.1649, 7.7160, 4.3181)
Cl (1.3493, 9.1215, 6.1102)
Cl (0.2965, 7.2374, 4.1541)
H (1.7445, 6.8027, 5.9622)
C (-8.0206, -1.9061, -2.4693)
Cl (-6.3446, -2.4328, -2.2384)
Cl (-8.1051, -0.1413, -2.6031)
Cl (-8.7216, -2.6731, -3.9045)
H (-8.6016, -2.2135, -1.5961)
C (-2.0347, -1.7617, -7.5527)
Cl (-2.8607, -0.8715, -8.8430)
Cl (-0.3020, -1.3910, -7.5519)
Cl (-2.7527, -1.3831, -5.9777)
H (-2.1579, -2.8317, -7.7391)
C (5.5883, 7.2236, 0.6805)
Cl (5.5280, 8.7775, 1.5298)
Cl (4.5709, 6.0267, 1.5003)
Cl (5.0843, 7.4171, -1.0072)
H (6.6205, 6.8643, 0.6926)
C (8.2721, -0.1742, 0.0131)
Cl (7.5760, 0.4402, -1.4961)
Cl (7.1086, -0.0243, 1.3411)
Cl (8.7836, -1.8597, -0.1787)
H (9.1518, 0.4271, 0.2564)
C (9.3602, -5.9664, -0.0278)
Cl (10.8133, -6.4217, 0.8783)
Cl (7.9459, -5.9361, 1.0391)
Cl (9.5830, -4.3924, -0.8105)
H (9.1897, -6.7162, -0.8046)
C (7.2602, -0.5082, -5.3635)
Cl (8.7133, -0.9636, -4.4575)
Cl (5.8459, -0.4779, -4.2966)
Cl (7.4830, 1.0657, -6.1462)
H (7.0897, -1.2580, -6.1403)